# 1
The following is a quantum chemistry calculation of a molecular structure, C42H59Cl3N6OPSV, from the Open Molecules 2025 dataset.

Atoms and positions in Å:
V1 -0.90 -1.53 -0.88
C1 -2.16 -3.17 1.35
C2 -1.12 -2.23 1.94
N1 -1.04 -1.05 1.10
C3 -2.13 -0.10 1.32
C4 -3.08 -0.03 0.17
C5 -4.21 0.76 0.28
C6 -5.13 0.79 -0.75
C7 -4.88 -0.02 -1.84
C8 -3.71 -0.77 -1.90
C9 -3.52 -1.71 -3.06
N2 -2.91 -2.94 -2.60
C10 -3.70 -3.67 -1.62
C11 -2.75 -4.39 -0.67
N3 -1.82 -3.44 -0.04
N4 -2.78 -0.75 -0.93
H1 -3.15 -2.70 1.38
H2 -2.21 -4.10 1.94
H3 -0.14 -2.72 1.93
H4 -1.37 -1.98 2.98
H5 -0.17 -0.55 1.28
H6 -1.69 0.90 1.46
H7 -2.69 -0.35 2.24
H8 -4.36 1.34 1.18
H9 -6.01 1.41 -0.70
H10 -5.60 -0.09 -2.65
H11 -2.87 -1.24 -3.81
H12 -4.51 -1.88 -3.54
H13 -2.71 -3.54 -3.40
H14 -4.38 -4.40 -2.08
H15 -4.31 -2.96 -1.06
H16 -2.19 -5.14 -1.23
H17 -3.34 -4.90 0.10
H18 -0.89 -3.85 -0.06
Cl1 4.25 -0.83 -5.72
C12 3.32 -0.88 -4.28
C13 1.98 -1.24 -4.33
C14 1.25 -1.25 -3.17
Cl2 -0.39 -1.72 -3.14
C15 1.75 -0.90 -1.90
O1 0.98 -0.84 -0.86
C16 3.14 -0.63 -1.90
Cl3 3.97 -0.36 -0.41
C17 3.91 -0.60 -3.05
H19 1.53 -1.50 -5.28
H20 4.96 -0.36 -2.99
N5 2.20 -2.43 1.19
C18 2.02 -3.54 0.45
N6 1.13 -3.63 -0.48
C19 1.10 -4.89 -1.03
C20 0.27 -5.30 -2.07
C21 0.31 -6.62 -2.46
C22 1.15 -7.53 -1.84
C23 2.01 -7.14 -0.84
C24 1.99 -5.81 -0.44
S1 2.93 -5.02 0.79
H21 1.93 -1.58 0.70
H22 3.04 -2.37 1.75
H23 -0.37 -4.57 -2.55
H24 -0.34 -6.94 -3.27
H25 1.13 -8.57 -2.14
H26 2.69 -7.84 -0.36
C25 -1.89 5.35 2.97
C26 -2.58 4.62 1.82
C27 -1.54 3.94 0.92
C28 -0.33 3.42 1.72
C29 -0.80 3.07 3.13
C30 -1.20 4.34 3.89
P1 0.44 1.92 0.88
C31 2.05 1.59 1.81
C32 1.82 0.53 2.90
C33 3.16 0.21 3.55
C34 3.66 1.41 4.36
C35 3.01 2.72 3.89
C36 2.88 2.76 2.37
C37 1.11 2.59 -0.76
C38 0.06 2.39 -1.86
C39 0.73 2.51 -3.24
C40 1.89 3.51 -3.22
C41 1.61 4.61 -2.21
C42 1.64 4.03 -0.78
H27 -2.63 5.92 3.54
H28 -1.17 6.06 2.57
H29 -3.17 5.32 1.23
H30 -3.27 3.88 2.23
H31 -1.20 4.65 0.16
H32 -2.02 3.11 0.38
H33 0.41 4.22 1.81
H34 0.00 2.57 3.68
H35 -1.65 2.39 3.08
H36 -0.31 4.80 4.33
H37 -1.86 4.06 4.72
H38 2.64 1.10 1.03
H39 1.41 -0.38 2.46
H40 1.12 0.87 3.65
H41 3.88 -0.04 2.77
H42 3.06 -0.67 4.20
H43 4.75 1.49 4.26
H44 3.45 1.28 5.42
H45 3.62 3.56 4.21
H46 2.03 2.83 4.35
H47 3.88 2.71 1.94
H48 2.46 3.71 2.07
H49 1.93 1.91 -0.98
H50 -0.72 3.14 -1.76
H51 -0.40 1.40 -1.76
H52 -0.02 2.82 -3.97
H53 1.11 1.53 -3.56
H54 2.02 3.94 -4.22
H55 2.82 3.01 -2.96
H56 0.64 5.06 -2.41
H57 2.35 5.40 -2.29
H58 1.05 4.68 -0.14
H59 2.67 4.04 -0.41

E_LUMO (spin up / spin down) ... -2.2 / -2.4 eV
Net charge ... +1
Highest occupied orbital energy (spin up / spin down) ... -9.71 / -10.19 eV
2S+1 ... 4
Frontier orbital gap (spin up / spin down) ... 7.5 / 7.8 eV

***

# 2
The following is a quantum chemistry calculation of 10 unconnected molecules or ions with the total composition C6H33NO10, from the Open Molecules 2025 dataset.

Atoms and positions in Å:
N1 -1.58 0.31 1.90
C1 -2.39 0.08 0.70
C2 -1.56 -0.70 -0.41
C3 -0.80 0.27 -1.28
C4 -0.29 -0.39 -2.59
C5 0.55 -1.66 -2.21
C6 1.98 -1.43 -1.70
O1 2.21 0.00 -1.36
H1 -0.85 0.98 1.70
H2 -1.08 -0.56 2.04
H3 -2.74 0.97 0.20
H4 -3.14 -0.66 0.93
H5 -1.01 -1.54 0.02
H6 -2.23 -1.35 -1.00
H7 -1.34 1.19 -1.54
H8 -0.01 0.74 -0.69
H9 0.45 0.14 -3.18
H10 -1.14 -0.76 -3.16
H11 0.06 -2.43 -1.61
H12 0.59 -2.16 -3.20
H13 2.26 -1.86 -0.74
H14 2.75 -1.48 -2.47
H15 1.83 0.51 -2.08
O2 -1.44 -3.03 1.53
H16 -2.22 -2.74 2.02
H17 -0.85 -3.38 2.22
O3 0.74 1.21 3.92
H18 1.23 0.49 3.49
H19 1.05 1.92 3.36
O4 -0.40 4.08 -0.53
H20 -0.82 3.76 -1.35
H21 -0.98 4.81 -0.29
O5 1.13 -2.32 2.31
H22 1.32 -2.50 1.39
H23 1.82 -1.77 2.70
O6 3.42 -0.83 2.67
H24 2.97 -0.18 2.10
H25 3.74 -0.35 3.44
O7 -2.56 -3.75 -1.77
H26 -2.58 -3.92 -0.83
H27 -1.72 -3.37 -2.01
O8 0.93 3.79 1.87
H28 0.68 3.69 0.94
H29 0.30 4.29 2.38
O9 -1.05 3.04 -3.63
H30 -0.67 2.40 -4.24
H31 -1.95 2.70 -3.55
O10 1.83 1.06 1.47
H32 1.79 0.71 0.59
H33 1.78 2.02 1.54

E_LUMO ... 0.0 eV
Net charge ... 0
Highest occupied orbital energy ... -8.59 eV
SMILES ... NCCCCCCO.O.O.O.O.O.O.O.O.O
Frontier orbital gap ... 8.6 eV

***

# 3
The following is a quantum chemistry calculation of a molecular structure, C26H41BrN6P2Pb, from the Open Molecules 2025 dataset.

Atoms and positions in Å:
C1 2.14 4.44 -0.50
C2 1.06 4.06 -1.33
C3 1.34 3.66 -2.65
C4 2.67 3.62 -3.07
N1 3.70 3.91 -2.26
C5 3.44 4.36 -1.02
C6 -0.27 3.98 -0.80
C7 -1.44 4.07 -0.39
C8 -2.48 3.46 0.38
C9 -2.10 2.23 0.96
C10 -3.00 1.44 1.66
C11 -4.30 1.90 1.84
C12 -4.71 3.14 1.33
C13 -3.79 3.92 0.59
Pb1 -0.54 -0.16 2.13
P1 1.94 -0.50 0.36
H1 0.55 3.29 -3.31
H2 1.98 4.71 0.54
H3 2.92 3.32 -4.09
H4 4.29 4.65 -0.40
H5 -4.08 4.89 0.18
H6 -1.05 1.94 0.79
H7 -5.73 3.49 1.49
H8 -2.79 0.44 2.06
C14 2.74 -2.16 0.51
C15 3.87 -2.56 -0.44
H9 1.90 -2.88 0.40
H10 3.08 -2.23 1.55
H11 4.10 -3.62 -0.26
H12 3.60 -2.47 -1.49
H13 4.79 -2.00 -0.26
C16 2.10 -0.09 -1.44
C17 3.46 0.27 -2.03
H14 1.41 0.76 -1.59
H15 1.66 -0.94 -1.99
H16 3.33 0.41 -3.11
H17 3.86 1.22 -1.65
H18 4.22 -0.50 -1.90
C18 3.17 0.66 1.11
C19 4.65 0.28 1.14
H19 2.81 0.83 2.14
H20 3.04 1.62 0.57
H21 5.18 1.04 1.72
H22 4.83 -0.69 1.62
H23 5.11 0.27 0.15
Br1 -5.45 0.68 2.80
P2 -1.63 -1.73 -1.02
C20 -0.72 -2.62 -2.36
C21 -1.31 -3.93 -2.89
H24 0.27 -2.82 -1.92
H25 -0.56 -1.91 -3.19
H26 -0.56 -4.40 -3.55
H27 -1.52 -4.64 -2.09
H28 -2.22 -3.78 -3.48
C22 -2.77 -2.99 -0.31
C23 -4.15 -3.18 -0.92
H29 -2.89 -2.69 0.75
H30 -2.23 -3.94 -0.29
H31 -4.74 -3.85 -0.28
H32 -4.71 -2.24 -1.00
H33 -4.11 -3.64 -1.92
C24 -2.74 -0.52 -1.87
C25 -3.18 -0.86 -3.29
H34 -2.19 0.43 -1.87
H35 -3.62 -0.36 -1.22
H36 -3.76 -0.02 -3.70
H37 -2.32 -1.02 -3.96
H38 -3.82 -1.75 -3.35
N2 -0.90 -2.53 6.38
N3 -0.50 -1.34 5.81
N4 0.41 -0.56 6.46
C26 0.82 0.24 5.48
N5 0.28 -0.05 4.29
N6 -0.56 -1.15 4.51
H39 -1.65 -2.94 5.83
H40 -1.13 -2.38 7.35
H41 1.53 1.04 5.58

E_LUMO ... -7.4 eV
Net charge ... +2
Highest occupied orbital energy ... -13.60 eV
Frontier orbital gap ... 6.2 eV

***

# 4
The following is a quantum chemistry calculation of a molecular structure, C29H44ClN7O2Pr, from the Open Molecules 2025 dataset.

Atoms and positions in Å:
Pr1 0.14 0.27 1.31
C1 -2.91 1.59 2.53
C2 -1.74 2.52 2.92
N1 -0.59 1.75 3.44
C3 -0.86 1.09 4.74
C4 -0.17 -0.26 4.83
N2 -0.36 -1.09 3.62
C5 -1.68 -1.76 3.52
C6 -2.83 -0.82 3.16
N3 -2.48 0.22 2.16
H1 -3.42 2.05 1.69
H2 -3.64 1.54 3.34
H3 -2.11 3.24 3.66
H4 -1.39 3.08 2.05
H5 0.16 2.42 3.61
H6 -1.94 0.98 4.86
H7 -0.52 1.71 5.57
H8 -0.52 -0.78 5.73
H9 0.91 -0.10 4.93
H10 0.32 -1.84 3.69
H11 -1.94 -2.27 4.46
H12 -1.58 -2.54 2.76
H13 -3.20 -0.35 4.07
H14 -3.65 -1.44 2.79
H15 -2.97 -0.02 1.31
O1 -1.79 4.81 -4.42
C7 -0.80 5.25 -3.53
C8 -0.53 4.16 -2.53
C9 0.45 4.28 -1.56
C10 0.62 3.25 -0.66
N4 -0.09 2.11 -0.66
C11 -1.02 1.98 -1.63
C12 -1.27 2.99 -2.55
C13 -1.76 0.69 -1.70
C14 -2.61 0.38 -2.76
C15 -3.26 -0.85 -2.79
C16 -4.16 -1.25 -3.92
O2 -3.96 -2.62 -4.15
C17 -3.05 -1.73 -1.73
C18 -2.20 -1.35 -0.72
N5 -1.55 -0.18 -0.70
H16 -2.00 5.51 -5.04
H17 -1.12 6.15 -2.98
H18 0.13 5.49 -4.04
H19 1.08 5.16 -1.49
H20 1.36 3.34 0.12
H21 -2.05 2.90 -3.30
H22 -2.75 1.07 -3.57
H23 -3.95 -0.64 -4.81
H24 -5.20 -1.04 -3.62
H25 -4.64 -2.95 -4.75
H26 -3.55 -2.69 -1.73
H27 -2.02 -2.01 0.12
Cl1 2.30 2.17 2.09
C19 3.57 1.38 1.17
C20 4.58 2.15 0.62
C21 5.58 1.52 -0.10
C22 5.55 0.14 -0.25
C23 4.53 -0.61 0.33
C24 3.50 -0.01 1.07
C25 2.42 -0.79 1.75
H28 4.59 3.22 0.77
H29 6.39 2.10 -0.53
H30 6.34 -0.36 -0.79
H31 4.56 -1.69 0.26
H32 2.50 -0.54 2.82
H33 2.68 -1.85 1.69
N6 2.79 -4.05 -2.23
C26 2.04 -2.91 -2.84
C27 1.60 -1.95 -1.73
N7 0.80 -2.60 -0.69
C28 1.50 -3.76 -0.15
C29 1.95 -4.77 -1.21
H34 3.64 -3.69 -1.77
H35 3.11 -4.70 -2.95
H36 1.18 -3.33 -3.36
H37 2.68 -2.41 -3.56
H38 1.02 -1.15 -2.19
H39 2.48 -1.50 -1.26
H40 -0.09 -2.90 -1.07
H41 0.86 -4.28 0.57
H42 2.38 -3.41 0.40
H43 1.10 -5.20 -1.74
H44 2.53 -5.57 -0.76

E_LUMO (spin up / spin down) ... -7.8 / -7.8 eV
Net charge ... +3
Highest occupied orbital energy (spin up / spin down) ... -14.88 / -14.86 eV
2S+1 ... 3
Frontier orbital gap (spin up / spin down) ... 7.1 / 7.1 eV

***

# 5
The following is a quantum chemistry calculation of a single C20H20BrClF2N2O molecule, from the Open Molecules 2025 dataset.

Atoms and positions in Å:
C1 2.55 -2.80 -3.37
C2 3.25 -1.77 -2.49
C3 4.44 -2.12 -1.85
C4 5.10 -1.19 -1.04
C5 4.57 0.08 -0.87
F1 5.21 0.98 -0.08
C6 3.39 0.44 -1.50
C7 2.71 -0.47 -2.32
C8 1.42 -0.03 -3.00
N1 0.20 -0.65 -2.48
C9 -0.22 -0.20 -1.15
C10 0.45 -0.98 0.00
C11 -0.05 -0.54 1.38
F2 0.29 0.74 1.55
C12 -1.59 -0.65 1.43
N2 -2.14 0.19 0.34
C13 -2.84 1.34 0.54
O1 -3.24 2.05 -0.38
C14 -3.18 1.73 1.95
C15 -4.47 1.49 2.45
C16 -4.79 1.84 3.76
C17 -3.83 2.44 4.59
Br1 -4.32 2.89 6.37
C18 -2.55 2.69 4.09
Cl1 -1.33 3.42 5.07
C19 -2.23 2.34 2.77
C20 -1.77 -0.23 -1.04
H1 2.47 -2.44 -4.39
H2 3.09 -3.75 -3.39
H3 1.54 -2.99 -3.00
H4 4.86 -3.10 -1.97
H5 6.02 -1.46 -0.54
H6 3.00 1.44 -1.35
H7 1.33 1.06 -3.01
H8 1.51 -0.30 -4.05
H9 -0.54 -0.53 -3.15
H10 0.04 0.86 -1.05
H11 0.24 -2.05 -0.12
H12 1.53 -0.91 -0.03
H13 0.41 -1.12 2.17
H14 -1.89 -1.68 1.26
H15 -2.00 -0.42 2.42
H16 -5.22 1.03 1.82
H17 -5.78 1.65 4.15
H18 -1.23 2.55 2.40
H19 -2.27 0.39 -1.78
H20 -2.13 -1.26 -1.11

E_LUMO ... 0.6 eV
Net charge ... 0
Highest occupied orbital energy ... -9.04 eV
SMILES ... Cc1ccc(F)cc1CN[C@@H]1C[C@@H](F)CN(C(=O)c2ccc(Br)c(Cl)c2)C1
Frontier orbital gap ... 9.7 eV

***

Maximum force
In order: 0.035; 0.064; 0.058; 0.011; 0.050
Unit: Eh/bohr
Relative energy (zero: lowest compared OMol25 entry of this formula, charge and spin)
In order: 18.8; 70.2; 0.0; 0.0; 9.5
Unit: kcal per mole